DFT (ωB97M-V/def2-TZVPD) results for C21H26AuClN4O2S as an isolated structure.

Geometry as XYZ:
```
56
Properties=species:S:1:pos:R:3:forces:R:3:mulliken_charge:R:1
Au 0.392579 2.720946 -2.151398 -0.52 -0.11 -0.47 0.248
O 2.181451 1.271065 -2.974621 -0.17 -0.80 -0.14 -0.849
N 1.598623 0.190336 -3.521115 -0.58 -0.19 -0.44 0.679
C 2.392603 -0.931008 -3.720062 0.69 0.71 0.59 -0.701
C 1.887457 -2.102609 -4.212281 -1.26 0.02 -0.99 -0.552
C 0.525986 -2.191899 -4.539632 5.33 -3.26 -5.92 -0.557
C -0.264826 -1.028375 -4.375345 -2.32 10.10 -12.61 -0.750
C 0.264138 0.151320 -3.890945 2.43 2.96 -1.60 -0.044
S -0.739759 1.576294 -3.805975 -0.15 0.18 0.23 -0.521
H 3.428558 -0.787890 -3.453390 -0.07 0.08 0.01 0.373
H 2.563566 -2.935166 -4.363847 -0.15 -0.04 0.09 0.352
H 0.096277 -3.109000 -4.922256 -0.13 0.29 0.04 0.391
H -1.313634 -1.027163 -4.642987 0.42 0.12 -0.30 0.856
C -1.722589 1.279522 1.701711 0.10 -0.04 0.05 -1.571
C -0.941437 0.763349 2.919145 -0.14 0.13 0.05 2.365
C -1.665250 -0.496287 3.423866 0.13 0.01 -0.14 -2.017
C -1.054902 1.805879 4.045531 0.14 -0.19 -0.06 -2.046
C 0.566262 0.454121 2.581354 -0.02 -0.01 -0.35 1.306
O 1.124000 -0.365690 3.610911 0.22 0.07 0.02 -0.718
C 0.789738 -0.165148 1.182849 0.00 -0.21 0.15 -0.899
C 0.498019 -1.670081 0.990278 -0.13 0.14 0.06 -1.277
C -0.311692 -1.938007 -0.253447 0.10 -0.11 -0.55 -0.388
C 0.189024 -1.579769 -1.508866 0.18 0.43 1.13 -0.134
C -0.525111 -1.850017 -2.662785 -3.86 -3.02 6.80 -0.440
C -1.751229 -2.486416 -2.565134 0.05 0.03 1.50 1.391
Cl -2.647814 -2.857661 -4.008366 -0.62 -0.46 -0.41 -0.306
C -2.281483 -2.843417 -1.332791 0.04 0.13 -0.85 -0.983
C -1.549222 -2.565725 -0.188481 -0.05 -0.10 0.65 -0.453
C 1.526772 1.674606 2.641794 -0.20 -0.26 0.72 -2.333
N 1.320088 2.663351 1.619128 -0.01 0.29 -0.61 1.007
C 1.704526 2.561785 0.342829 0.21 0.12 0.35 -0.109
N 1.139091 3.522153 -0.363870 0.20 0.19 -0.19 -0.390
C 0.414422 4.214051 0.542408 -0.16 0.09 0.43 -0.255
N 0.489811 3.733816 1.761308 0.20 -0.08 0.01 -0.938
H -2.711873 1.605834 2.028741 -0.03 0.00 0.00 0.541
H -1.862236 0.502428 0.948917 0.01 0.00 -0.03 0.290
H -1.236458 2.133749 1.234336 -0.06 -0.01 -0.07 0.083
H -2.658083 -0.205031 3.769487 -0.04 -0.03 -0.03 0.489
H -1.141841 -0.951999 4.264924 -0.04 -0.01 0.02 0.393
H -1.801502 -1.231465 2.630922 0.02 -0.05 0.01 0.320
H -2.100219 1.881906 4.350296 0.01 0.00 0.02 0.527
H -0.736488 2.789437 3.714503 0.07 0.13 0.01 0.368
H -0.470332 1.504302 4.918351 0.01 0.02 0.01 0.347
H 0.895235 -1.280334 3.423255 -0.03 -0.05 -0.04 0.529
H 1.839236 0.003612 0.931051 -0.04 -0.13 -0.03 0.623
H 0.209201 0.391240 0.448619 0.05 0.02 -0.03 0.684
H -0.039487 -2.090420 1.843221 0.00 -0.04 0.05 0.876
H 1.445187 -2.209218 0.915824 -0.01 -0.01 0.07 0.216
H 1.148761 -1.081341 -1.584278 -0.08 -0.04 0.17 0.401
H -0.129361 -1.557756 -3.628618 0.60 -7.07 12.64 -0.020
H -3.247982 -3.324288 -1.275847 -0.08 -0.07 0.03 0.410
H -1.955321 -2.857542 0.774275 -0.01 0.02 0.05 0.251
H 2.528604 1.261788 2.524548 -0.02 0.09 -0.01 0.505
H 1.476097 2.149515 3.618271 -0.03 0.12 -0.04 0.467
H 2.396244 1.832935 -0.048434 -0.14 -0.06 -0.05 0.515
H -0.171419 5.081377 0.292110 -0.03 -0.02 0.00 0.443
```
Positions in Å, forces in eV/Å.

Its energy relative to the best compared isomer or geometry (same formula, charge and spin) is 212.82 kcal per mole. Its expectation value of S² is 0.808. The total charge is -1. Its gap between HOMO and LUMO (spin up / spin down) is 4.0681 / 4.5832 eV. The lowest unoccupied orbital energy (spin up / spin down) comes out at 2.5 / 2.5 eV. For the molecular weight, the calculation gives 631.0 g mol⁻¹. As for the multiplicity: 2.